ORCA calculation (ωB97M-V/def2-TZVPD) on a structure of composition C6H11N3.

Computed properties:
* spin multiplicity: 1
* net charge: +2
* relative energy (zero: lowest compared OMol25 entry of this formula, charge and spin): 494.0 kJ/mol

Last column: Löwdin charge in e.
CARTESIAN COORDINATES (ANGSTROEM)
N: 0.80306 -1.36700 0.65161  0.029
N: 1.26241 -0.73962 1.71261  0.122
N: -0.78369 0.12376 -1.12289  0.119
C: 1.01286 -2.49307 0.02875  0.259
C: -0.48949 0.78645 1.27328  -0.187
C: -0.33724 -0.01300 0.05081  0.072
C: -0.22496 2.22596 0.78409  -0.004
C: -0.59948 -0.63867 -2.34585  0.019
C: 0.67882 0.30262 2.14555  0.077
H: 1.13422 0.86740 2.84286  0.125
H: -1.57114 -1.19009 -2.55589  0.152
H: 0.18243 -1.39289 -2.21166  0.063
H: 0.71673 -2.71843 -1.02832  0.128
H: 1.56786 -3.32781 0.50976  0.156
H: -0.21310 -0.13393 -3.30915  0.164
H: 0.27799 2.36380 -0.19539  0.120
H: -1.48366 0.80338 1.72260  0.190
H: -1.19226 1.02549 -1.31734  0.190
H: -1.13991 2.68762 0.85902  0.072
H: 0.39854 2.82804 1.50555  0.136

ORCA calculation (ωB97M-V/def2-TZVPD) on a structure of composition C57H48OP3SiTl.

Computed properties:
* spin multiplicity: 1
* net charge: +2

Last column: Löwdin charge in e.
CARTESIAN COORDINATES (ANGSTROEM)
Tl: 0.51870 -0.43718 -1.86625  0.848
P: -1.10829 1.76286 0.02769  1.063
P: -1.79306 -2.23299 0.29186  1.094
P: 2.79572 -0.01300 0.30649  1.036
Si: 0.02939 -0.65715 2.03295  0.884
O: 1.45189 1.78610 -2.68403  -0.144
C: -4.91204 0.73034 -1.15414  -0.048
C: -1.45845 -2.97896 -2.41268  -0.151
C: -0.88695 3.54547 -0.28559  -0.397
C: -1.01521 -3.11486 -1.08705  -0.444
C: 0.59480 -3.97776 -3.20473  -0.071
C: -0.20313 -2.48286 2.43683  -0.315
C: 4.29284 -3.71708 -0.33185  -0.077
C: 0.23286 -3.69937 -0.83443  -0.108
C: 3.74386 1.48699 -0.11174  -0.354
C: 2.89308 0.15056 4.92296  -0.032
C: -1.35733 0.49922 2.47000  -0.323
C: 2.89586 -0.09265 2.11258  -0.409
C: 5.54870 2.72204 -1.14005  -0.054
C: 3.38389 2.61659 0.62585  -0.102
C: 4.28799 -2.59579 -2.47243  -0.063
C: 1.03453 -4.14963 -1.88733  -0.059
C: -1.44956 5.63895 -1.25046  -0.068
C: -4.16590 -3.48870 -0.58526  -0.088
C: -3.52243 0.81135 -3.11297  -0.063
C: 1.11603 2.46092 -3.63295  -0.492
C: 4.07886 0.04208 2.81438  -0.059
C: 3.84446 -1.44190 -1.85885  -0.150
C: 0.46523 -3.06860 3.47831  -0.063
C: -2.48972 2.61668 2.37308  -0.066
C: -1.79664 -4.28686 2.29193  -0.033
C: 0.12614 4.13672 0.41229  -0.129
C: 5.17365 3.83752 -0.40999  -0.073
C: -4.73794 0.48559 -2.52554  -0.038
C: -0.43626 6.24372 -0.51981  -0.056
C: 1.05081 1.89444 -5.02853  0.010
C: -5.75839 -1.92860 1.08959  -0.063
C: -2.93446 2.43862 3.67209  -0.035
C: -1.81714 0.30638 3.76144  -0.100
C: -2.61490 1.27310 4.36367  -0.034
C: 4.80222 1.56145 -1.00297  -0.078
C: -2.47233 1.22902 -2.31352  -0.160
C: -1.68009 1.65608 1.76572  -0.381
C: -0.64576 -3.40643 -3.49000  -0.069
C: 0.77826 3.89483 -3.40080  0.016
C: -0.05356 -4.27776 4.00444  -0.014
C: 1.70874 -0.01351 4.18506  -0.082
C: -1.15601 -4.88966 3.38036  -0.022
C: -5.51915 -3.78660 -0.42701  -0.063
C: -6.32166 -2.99836 0.36474  -0.052
C: 4.48293 -3.75310 -1.71460  -0.074
C: 4.08955 3.80815 0.44773  -0.063
C: -2.62887 1.38102 -0.94539  -0.388
C: 3.64674 -1.43415 -0.47505  -0.379
C: -4.40735 -1.69300 0.98174  -0.122
C: -3.86103 1.18678 -0.37833  -0.092
C: 4.06862 0.12858 4.21079  -0.044
C: 3.93789 -2.55137 0.29964  -0.084
C: -1.65417 4.27864 -1.15589  -0.104
C: 0.35200 5.48184 0.33188  -0.063
C: -1.30627 -3.08468 1.80334  -0.380
C: 1.67455 -0.14104 2.78853  -0.293
C: -3.59979 -2.45903 0.13646  -0.353
H: 0.03063 1.91730 -5.41579  0.098
H: -1.57759 -0.58223 4.29430  0.101
H: 3.79015 -2.53702 1.38021  0.109
H: 3.82593 4.71328 1.00986  0.115
H: 1.38220 -2.62165 3.86379  0.109
H: 6.38114 2.77487 -1.82160  0.113
H: 4.53612 -4.58942 0.23288  0.110
H: 0.74681 0.09690 4.66747  0.097
H: -0.11256 4.20617 -3.95753  0.108
H: 1.18135 5.96032 0.85713  0.117
H: 4.76033 -4.70318 -2.18373  0.123
H: 5.00396 0.10177 2.25708  0.125
H: -2.45235 3.81832 -1.72587  0.109
H: 1.40174 0.85625 -4.99389  0.085
H: -5.83730 0.51914 -0.68193  0.100
H: 3.57913 -0.54959 -2.44408  0.097
H: -3.35811 0.62919 -4.16854  0.114
H: -2.76749 3.48440 1.79781  0.119
H: -5.53176 0.10826 -3.12640  0.106
H: 0.66998 4.10419 -2.33474  0.068
H: 0.65468 -3.72811 0.16449  0.103
H: -2.40131 -2.52771 -2.63828  0.099
H: -7.37131 -3.20532 0.44102  0.110
H: 2.03532 -4.61052 -1.71932  0.111
H: -3.54033 -4.10648 -1.22670  0.105
H: -0.98832 -3.28527 -4.49406  0.108
H: 2.62650 2.59084 1.38380  0.085
H: 0.73675 3.54295 1.09797  0.095
H: 1.67926 2.47234 -5.69668  0.099
H: -5.93210 -4.61574 -1.03886  0.128
H: 1.61136 4.41125 -3.82846  0.099
H: -3.50520 3.22726 4.16140  0.123
H: -6.41675 -1.26923 1.64095  0.115
H: 5.06381 0.14066 4.70869  0.134
H: 2.83888 0.30699 5.98130  0.116
H: 5.09364 0.64584 -1.50164  0.091
H: -1.51470 1.37902 -2.78847  0.060
H: -3.03048 1.07989 5.34111  0.118
H: -2.13013 6.18746 -1.91257  0.124
H: -0.28866 7.31719 -0.60463  0.117
H: -3.99352 1.37851 0.69388  0.107
H: -3.95604 -0.84403 1.55623  0.109
H: -1.50928 -5.84662 3.72949  0.116
H: 1.26429 -4.22843 -4.02992  0.119
H: 0.44349 -4.74107 4.83676  0.111
H: 4.43047 -2.61781 -3.53992  0.114
H: 5.72363 4.78690 -0.53449  0.124
H: -2.61319 -4.78798 1.82622  0.111

ORCA calculation (ωB97M-V/def2-TZVPD) on a cluster of 12 separate species, C24H54BFO16 in total.

Computed properties:
* spin multiplicity: 1
* relative energy (zero: lowest compared OMol25 entry of this formula, charge and spin): 692.7 kJ/mol

Last column: Löwdin charge in e.
CARTESIAN COORDINATES (ANGSTROEM)
F: 6.74897 -2.40996 -1.28742  0.028
O: 9.12689 -3.71152 -2.27103  -0.134
O: 5.83549 0.67259 -0.51310  0.026
O: -5.67429 1.42191 -1.26028  -0.140
O: 3.02610 -4.02876 2.58160  -0.082
O: 4.95142 -1.62407 3.92677  -0.139
O: 6.88368 -1.70229 7.85177  -0.143
O: -6.03169 2.37281 -4.13913  -0.150
O: -4.79820 6.05842 -4.26466  -0.138
O: 3.79637 6.67804 -2.81982  -0.139
O: -2.41637 2.00403 1.47798  -0.136
O: 1.79147 -4.99228 0.68268  0.133
O: -10.07646 -0.74922 -3.90700  -0.135
O: 4.61733 -3.43010 -1.24400  0.088
O: 0.54229 2.55610 -1.07977  0.016
O: 1.26807 -4.82629 6.13251  -0.157
O: -8.99784 -0.57279 -0.95767  -0.148
C: 2.26765 -2.30490 0.74042  0.032
C: 5.88901 -1.66378 4.99446  -0.149
C: 1.09600 -6.23613 6.13756  -0.147
C: -10.65833 -0.16762 -5.06414  -0.151
C: 3.12220 7.55464 -1.92849  -0.164
C: 4.60396 0.97731 -0.53641  -0.244
C: -4.88180 2.58732 -4.94151  -0.141
C: 3.54759 -1.42802 0.43501  -0.025
C: 8.74144 -4.18257 -3.55212  -0.166
C: 1.69907 2.07026 -0.92786  -0.280
C: 5.01865 -2.03070 0.72011  -0.034
C: 1.94630 0.58532 -0.37208  -0.017
C: 0.68894 -0.26907 -0.07458  0.018
C: 0.82055 -1.72344 0.45887  0.027
C: 5.85605 -1.03351 8.56742  -0.162
C: -5.38015 6.64131 -5.42121  -0.165
C: -6.04814 0.27937 -2.02008  -0.145
C: 5.48149 -2.69088 -0.69619  -0.246
C: 3.40766 0.01093 -0.14398  0.026
C: -3.51093 1.78874 0.59709  -0.177
C: 2.18056 -3.55224 3.67834  -0.090
C: 2.96182 2.97418 -1.26728  0.012
C: -9.66914 0.30383 -0.06667  -0.151
C: 4.27436 2.47197 -1.06468  0.027
B: 2.32604 -3.82257 1.31481  -0.510
H: -5.07663 7.68831 -5.49870  0.076
H: -10.35612 0.87971 -5.14156  0.078
H: -6.46572 6.58611 -5.33499  0.081
H: 6.15881 -0.90070 9.60913  0.075
H: -4.85132 1.82921 -5.72517  0.081
H: 6.81464 -2.13420 4.65318  0.084
H: -10.10011 1.13850 -0.62592  0.077
H: 1.17309 -6.61320 7.16039  0.076
H: -3.83951 6.12023 -4.36647  0.081
H: -8.95031 0.68799 0.65825  0.079
H: 1.09206 -3.93602 3.57008  0.112
H: 8.44272 -3.09508 -1.97659  0.035
H: -4.43046 1.75185 1.18105  0.077
H: -4.93343 3.57842 -5.39847  0.057
H: 5.46994 -2.22768 5.83002  0.067
H: 5.76426 -1.23110 1.08074  0.126
H: -10.33624 -0.71540 -5.95316  0.078
H: 1.87797 -6.68838 5.52660  0.083
H: -5.05998 6.09322 -6.31122  0.072
H: 1.13905 -4.77109 -0.01818  0.110
H: -6.45513 1.98685 -1.19365  0.082
H: -0.08856 -2.39008 0.65631  0.110
H: 5.00949 -2.83356 1.55237  0.120
H: 9.49652 -4.88257 -3.91177  0.076
H: -11.74391 -0.22448 -4.97905  0.080
H: -10.45829 -0.23898 0.45973  0.076
H: 7.01106 -2.56212 8.27332  0.084
H: 7.77815 -4.69466 -3.48219  0.075
H: -5.18456 -0.38126 -2.11380  0.083
H: 0.56491 -4.45131 6.67908  0.087
H: 4.93293 -1.61701 8.51866  0.076
H: -6.85589 -0.25062 -1.51054  0.054
H: 6.10051 -0.64430 5.31744  0.081
H: -3.98336 2.50607 -4.32426  0.084
H: 3.14067 6.35488 -3.45154  0.074
H: 2.69381 8.39044 -2.48729  0.075
H: -3.57197 2.60890 -0.12153  0.074
H: -9.65757 -0.89830 -1.58855  0.059
H: 2.19266 -2.40645 3.77581  0.108
H: 2.64480 -3.96602 4.65208  0.097
H: -1.61631 2.03272 0.93605  0.051
H: 5.16358 3.15905 -1.33278  0.131
H: 8.66780 -3.34208 -4.24727  0.075
H: 2.81657 4.04286 -1.68044  0.117
H: -6.03281 3.05620 -3.45566  0.078
H: -0.36306 0.13913 -0.27289  0.102
H: 5.68921 -0.05635 8.11311  0.080
H: 4.78292 -2.53889 3.66176  0.045
H: 2.33112 7.01153 -1.40490  0.073
H: -6.37371 0.59147 -3.01309  0.054
H: -9.11707 -0.68570 -4.00824  0.080
H: 3.83908 7.93688 -1.20135  0.080
H: -3.37904 0.84025 0.07062  0.069
H: 0.11866 -6.48954 5.71921  0.078

ORCA calculation (ωB97M-V/def2-TZVPD) on the molecule C3H6O3.

Computed properties:
* spin multiplicity: 1
* relative energy (zero: lowest compared OMol25 entry of this formula, charge and spin): 337.5 kJ/mol

Last column: Löwdin charge in e.
CARTESIAN COORDINATES (ANGSTROEM)
O: -1.49563 0.03807 -1.06085  -0.012
O: 1.29953 -0.24368 0.51503  -0.047
O: -0.32682 -1.69290 0.55107  -0.095
C: -0.63603 0.60046 -0.12698  -0.302
C: 0.84427 0.69190 -0.52771  -0.064
C: -0.23031 -0.44097 0.95654  -0.317
H: -1.39228 -0.92600 -0.92043  0.096
H: 1.32901 1.65316 -0.35703  0.124
H: 0.92639 -1.32085 0.22039  0.178
H: -1.05369 1.53868 0.25058  0.151
H: -0.34200 -0.20923 2.02288  0.155
H: 1.07755 0.31136 -1.52348  0.133

Result set for HOMO energy: -19.7; -12.7; -9.4; -9.9 eV, one per record in the order listed.
Result set for lowest unoccupied orbital energy: -10.15; -6.31; -1.67; 0.86 eV, one per record in the order listed.
Result set for largest force on an atom: 0.1052; 0.0402; 0.1229; 0.0053 Eh/bohr, one per record in the order listed.